No. 1
C39H29N3O2PdS2SbSe5 as an isolated structure at a distorted geometry, computed with ωB97M-V/def2-TZVPD.

Last column: Mulliken charge in e.
Geometry (Å):
Pd1 -1.421676 -1.251443 0.294443  -0.26
C1 6.728724 -2.604043 -0.054057  -1.52
C2 5.315624 -2.148343 -0.044057  0.85
C3 4.976924 -0.865343 0.404343  -1.14
C4 3.655924 -0.473743 0.512343  -0.16
C5 2.664424 -1.360843 0.130843  0.63
C6 2.966724 -2.634143 -0.331757  -0.18
C7 4.289024 -3.015543 -0.430757  -1.02
S1 0.941724 -0.945243 0.411943  1.19
O1 0.888324 0.271457 1.226543  -0.51
C8 0.433724 -0.430743 -1.272357  0.38
C9 0.131724 -1.476043 -2.173457  -0.59
C10 -0.034076 -1.195543 -3.504757  -1.16
C11 0.064924 0.130457 -3.977557  0.55
C12 -0.009776 0.422557 -5.355757  -1.15
C13 0.068224 1.717657 -5.806057  -0.72
C14 0.138524 2.773157 -4.887257  -0.97
C15 0.203224 2.525057 -3.538357  -0.73
C16 0.231324 1.198957 -3.050157  1.19
C17 0.421924 0.898257 -1.666557  -0.72
C18 0.568524 2.021857 -0.722657  1.12
C19 1.685724 2.896357 -0.760857  0.45
C20 2.838324 2.605157 -1.519957  -0.61
C21 3.933324 3.434557 -1.478857  -0.94
C22 3.921224 4.586157 -0.683257  -0.69
C23 2.815124 4.897157 0.070043  -0.97
C24 1.676224 4.063057 0.057643  0.69
C25 0.545124 4.351757 0.845443  -1.30
C26 -0.499876 3.460257 0.932743  -0.97
C27 -0.461876 2.301357 0.165243  -0.01
S2 -1.664576 0.997957 0.451843  1.87
O2 -2.890976 1.247357 -0.352357  -0.86
C28 -2.146176 1.203657 2.156043  0.20
C29 -1.218276 1.165857 3.193743  -0.37
C30 -1.663876 1.338357 4.488043  -1.05
C31 -3.019976 1.523957 4.777443  0.90
C32 -3.475376 1.705157 6.176543  -1.61
C33 -3.933176 1.524757 3.720443  -0.74
C34 -3.498276 1.366657 2.422543  0.09
H1 7.415224 -1.783143 -0.251557  0.40
H2 6.884724 -3.400443 -0.778757  0.40
H3 6.985124 -3.007043 0.930743  0.31
H4 5.758624 -0.178743 0.693443  0.45
H5 3.389024 0.501657 0.889443  0.58
H6 2.182924 -3.320643 -0.610257  0.34
H7 4.535924 -4.004643 -0.785457  0.43
H8 0.127624 -2.507743 -1.819757  0.48
H9 -0.221376 -1.987843 -4.211257  0.52
H10 -0.103576 -0.393643 -6.054457  0.49
H11 0.077524 1.928157 -6.865157  0.44
H12 0.160724 3.790757 -5.245457  0.48
H13 0.245524 3.351457 -2.846057  0.58
H14 2.850824 1.715957 -2.133657  0.59
H15 4.806424 3.198457 -2.067357  0.50
H16 4.784524 5.229357 -0.668257  0.46
H17 2.804224 5.775057 0.696743  0.50
H18 0.515324 5.268457 1.414343  0.49
H19 -1.344276 3.657357 1.575543  0.69
H20 -0.166576 1.042357 2.984543  0.73
H21 -0.949476 1.332857 5.295743  0.50
H22 -2.757076 2.290657 6.744943  0.42
H23 -3.558576 0.735557 6.669343  0.31
H24 -4.449776 2.182857 6.215543  0.40
H25 -4.987076 1.666057 3.912243  0.39
H26 -4.187376 1.431357 1.590243  0.39
Se1 -7.406976 -1.224543 -2.023757  -0.24
Sb1 -6.267676 -0.915643 0.156643  0.83
Se2 -6.814876 -2.371343 2.092943  -0.10
Se3 -6.847176 1.314257 1.070643  -0.06
Se4 -3.582676 -1.150343 -0.486357  0.34
Se5 -5.175876 -4.272443 -0.991057  0.47
N1 -4.176476 -5.604643 -0.611557  -0.63
C35 -2.999276 -5.250643 -0.106757  0.53
C36 -1.988476 -6.128143 0.309743  -0.42
C37 -0.823276 -5.567343 0.792243  -0.89
C38 -0.678676 -4.185643 0.865943  -0.41
N2 -1.632776 -3.325743 0.480843  0.03
C39 -2.773276 -3.838143 0.006943  0.72
N3 -3.839476 -3.082943 -0.352757  -0.33
H27 -2.148176 -7.194143 0.256343  0.53
H28 -0.029676 -6.199443 1.153743  0.47
H29 0.219024 -3.745543 1.283443  0.74

Forces on atoms 1 to 3 (eV/Å):
0.503 -0.762 1.366
0.319 -0.137 0.114
-0.408 0.219 0.031

Output
DFT total energy: -14988.849405 hartree
Highest occupied orbital energy (spin up / spin down): -14.66 / -14.66 eV
Net charge: +3
Frontier orbital gap (spin up / spin down): 0.091 / 0.091 Eh
LUMO (spin up / spin down): -12.191 / -12.183 eV

***

No. 2
C39H30AsF12NO3Ti as an isolated structure, computed with ωB97M-V/def2-TZVPD.

Last column: Mulliken charge in e.
Geometry (Å):
Ti1 0.582179 0.427826 -0.006725  0.13
C1 1.069490 3.964388 -6.194164  -1.68
C2 0.839970 3.503184 -4.779762  0.09
C3 0.106641 4.260557 -3.872762  -1.15
C4 -0.113807 3.815979 -2.589383  -0.57
C5 0.366211 2.581994 -2.108151  0.94
N1 0.032310 2.148610 -0.817316  0.81
C6 -1.034511 2.788668 -0.144357  -0.04
C7 -2.251374 3.034931 -0.782385  -0.08
C8 -3.274426 3.721103 -0.156674  -1.21
C9 -3.122199 4.189239 1.141535  0.83
C10 -4.197938 4.984915 1.832410  -1.62
C11 -1.947051 3.869324 1.809727  -0.91
C12 -0.926112 3.139279 1.212294  -1.28
C13 0.266998 2.576024 2.007785  2.40
O1 0.462422 1.243186 1.689597  -0.37
C14 1.575550 3.402339 1.767739  0.54
F1 2.432077 3.307822 2.797680  -0.31
F2 1.295788 4.701933 1.606273  -0.30
F3 2.230165 2.975875 0.687717  -0.13
C15 -0.013030 2.557589 3.539729  0.05
F4 -1.199800 1.980149 3.802404  -0.11
F5 0.896946 1.837671 4.195009  -0.27
F6 -0.021304 3.784838 4.083437  -0.28
C16 1.219510 1.876131 -2.990756  -0.82
C17 1.401523 2.336835 -4.297760  -0.68
C18 2.089638 0.696987 -2.534240  1.96
O2 1.987174 0.437227 -1.186873  -0.72
C19 3.601178 1.035999 -2.747395  0.58
F7 4.388651 0.160964 -2.117756  -0.23
F8 3.871817 2.243696 -2.250703  -0.25
F9 3.973660 1.029007 -4.038075  -0.26
C20 1.738005 -0.624060 -3.282033  0.52
F10 0.480507 -0.982266 -2.984861  -0.28
F11 1.817329 -0.536006 -4.614353  -0.27
F12 2.531895 -1.634279 -2.902546  -0.26
H1 0.135945 4.279712 -6.662629  0.38
H2 1.500626 3.167795 -6.799957  0.38
H3 1.755135 4.814279 -6.222368  0.31
H4 -0.299190 5.221363 -4.171024  0.42
H5 -0.673026 4.450752 -1.918586  0.49
H6 -2.372228 2.701969 -1.805203  0.61
H7 -4.199209 3.904000 -0.692198  0.34
H8 -5.068871 5.107646 1.189483  0.38
H9 -3.836203 5.978024 2.104870  0.34
H10 -4.522350 4.493033 2.751296  0.33
H11 -1.850717 4.196346 2.834855  0.61
H12 2.029940 1.767622 -4.965750  0.37
C21 -1.256331 -0.346123 -0.681957  -1.04
H13 -1.317609 -1.434145 -0.720455  0.28
H14 -1.440627 0.050806 -1.680840  0.51
H15 -2.033756 0.037204 -0.013458  0.21
O3 1.047766 -1.344758 0.857631  0.02
As1 0.319513 -2.797374 1.217772  1.54
C22 -1.379973 -2.528390 2.048633  0.51
C23 -1.638472 -1.272977 2.587719  -0.61
C24 -2.843510 -1.053014 3.238561  -0.54
C25 -3.768872 -2.081335 3.353543  -0.63
C26 -3.495859 -3.337433 2.827659  -0.66
C27 -2.295346 -3.567834 2.173750  -0.29
C28 1.497252 -3.672630 2.442210  0.04
C29 1.363318 -5.029650 2.712853  -0.30
C30 2.213786 -5.626174 3.629901  -0.69
C31 3.188063 -4.866575 4.265691  -0.47
C32 3.318360 -3.513225 3.988023  -0.75
C33 2.470455 -2.907048 3.071743  -0.31
C34 0.185676 -3.905097 -0.334216  0.38
C35 1.379671 -4.428603 -0.822721  -0.63
C36 1.375558 -5.150223 -2.005347  -0.75
C37 0.183762 -5.345104 -2.690885  -0.48
C38 -1.003323 -4.818577 -2.201981  -0.84
C39 -1.007342 -4.089748 -1.022224  -0.20
H16 -0.914753 -0.472004 2.494201  0.22
H17 -3.052917 -0.075719 3.652644  0.53
H18 -4.709725 -1.905047 3.858828  0.40
H19 -4.217833 -4.137672 2.924521  0.42
H20 -2.079209 -4.548070 1.765028  0.40
H21 0.608810 -5.618862 2.203938  0.36
H22 2.120179 -6.682416 3.845507  0.40
H23 3.852226 -5.335088 4.980429  0.38
H24 4.081626 -2.927835 4.483215  0.43
H25 2.559469 -1.854403 2.834509  0.38
H26 2.306688 -4.261830 -0.287160  0.39
H27 2.301855 -5.550285 -2.395205  0.43
H28 0.182226 -5.903086 -3.618189  0.41
H29 -1.927292 -4.963022 -2.746024  0.42
H30 -1.929417 -3.656819 -0.654964  0.40

Forces on atoms 1 to 3 (eV/Å):
0.064 0.147 0.034
-0.002 -0.007 0.058
-0.015 0.012 0.004

Output
DFT total energy: -6068.455156 hartree
Energy above the lowest of the compared OMol25 structures with the same formula, charge and spin: 0.000 eV
Highest occupied orbital energy: -7.10 eV
Net charge: 0
Frontier orbital gap: 0.263 Eh
LUMO: 0.051 eV

***

No. 3
C39H30N5O5PmS2Si as an isolated structure at a distorted geometry, computed with ωB97M-V/def2-TZVPD.

Last column: Mulliken charge in e.
Geometry (Å):
Pm1 11.609770 14.248469 11.594506  0.74
O1 13.304622 15.750392 12.384297  -0.43
C1 14.343444 16.322512 12.026721  -0.63
C2 14.713845 16.551733 10.660209  0.58
C3 15.935701 17.210005 10.398949  -0.58
C4 16.319752 17.365169 9.101814  -0.24
C5 15.416310 16.951604 8.020549  -0.44
C6 14.265140 16.303492 8.321721  -0.22
C7 13.924555 15.965397 9.660404  -0.29
O2 12.945837 15.178716 9.844139  0.38
N1 17.609144 17.888288 8.806709  0.96
O3 17.828844 18.268577 7.658916  -0.64
O4 18.453152 17.957016 9.698130  -0.64
H1 15.033258 16.578396 12.889485  0.26
H2 16.461655 17.631540 11.190596  0.62
H3 15.686880 17.056260 7.008101  0.56
H4 13.560334 15.997138 7.584178  0.32
O5 12.274137 13.647052 7.525924  -0.55
C8 11.048368 14.237124 7.379716  -0.21
C9 9.911992 13.454313 8.035699  0.48
C10 8.799221 13.044038 7.292415  -0.72
C11 7.772112 12.427570 7.943562  -0.44
C12 7.920188 12.086361 9.252170  -0.81
C13 9.045488 12.518341 9.951560  0.06
N2 10.027913 13.211595 9.350312  0.67
H5 12.608798 13.865727 8.405239  -0.15
H6 10.796687 14.277255 6.293076  0.27
H7 11.029973 15.241329 7.801633  0.11
H8 8.660699 13.298924 6.185003  0.22
H9 6.924420 12.032977 7.404548  0.37
H10 7.238250 11.406682 9.764981  0.39
H11 9.180901 12.191263 11.000000  0.15
S1 10.186299 15.339323 13.764527  -0.43
C14 10.056192 14.148589 15.074653  0.31
C15 9.571264 14.495799 16.360365  -0.65
C16 9.412466 13.556862 17.380544  -0.34
C17 9.736113 12.214329 17.141821  -0.85
C18 10.260184 11.894938 15.900362  -0.33
C19 10.407599 12.763742 14.830720  0.29
S2 10.950393 12.187260 13.317125  -0.26
H12 9.324826 15.547564 16.546544  0.33
H13 9.105549 13.910739 18.357757  0.31
H14 9.674914 11.512201 17.936880  0.36
H15 10.579085 10.847346 15.767869  0.26
C20 17.318486 11.799087 7.966902  -0.55
C21 16.364163 12.842417 7.963463  -0.95
C22 15.380988 12.853310 8.936178  0.50
C23 15.287423 11.858197 9.891816  -0.36
C24 16.240490 10.777805 9.868412  -0.32
C25 17.237591 10.778269 8.920208  -0.66
Si1 13.940229 11.903044 11.271304  0.08
C26 14.949452 11.679670 12.872051  1.09
C27 14.283928 11.177473 14.061789  -0.53
C28 14.950480 11.038937 15.275447  -0.71
C29 16.252614 11.545177 15.458003  -0.65
C30 16.873547 12.008216 14.297680  -0.54
C31 16.271333 12.019684 13.051436  -0.68
C32 13.221084 10.116051 11.047265  0.62
C33 13.544764 9.003593 11.826988  0.19
C34 12.990168 7.761243 11.665388  -0.72
C35 12.076669 7.560563 10.637877  -0.51
C36 11.804496 8.619098 9.804720  -0.68
C37 12.300416 9.902393 10.052850  -0.38
H16 18.179966 11.765517 7.302796  0.33
H17 16.445874 13.710616 7.330406  0.43
H18 14.711105 13.710502 8.879629  0.23
H19 16.249747 9.999257 10.621757  0.41
H20 18.010190 9.999784 8.861280  0.34
H21 13.270817 10.777749 13.954539  0.57
H22 14.387483 10.583208 16.122819  0.29
H23 16.611237 11.663333 16.461675  0.39
H24 17.918935 12.346087 14.420743  0.29
H25 16.794987 12.455915 12.260688  0.47
H26 14.184110 9.126779 12.718119  0.33
H27 13.387410 6.923980 12.173574  0.41
H28 11.759922 6.561048 10.417890  0.36
H29 11.017124 8.521539 9.040316  0.31
H30 12.039673 10.689332 9.318076  0.23
N3 10.003797 15.960567 10.616533  -0.40
C38 9.402160 16.530988 9.781763  0.41
N4 8.770389 17.062449 8.838234  -0.63
C39 7.809531 17.943282 8.918968  0.50
N5 7.082969 18.865710 8.880732  -0.66

Forces on atoms 1 to 3 (eV/Å):
-0.527 0.234 0.098
0.764 0.443 0.015
-0.427 -0.790 1.442

Output
DFT total energy: -3848.475510 hartree
Energy above the lowest of the compared OMol25 structures with the same formula, charge and spin: 0.840 eV
Spin multiplicity: 5
Highest occupied orbital energy (spin up / spin down): -1.95 / -1.96 eV
Net charge: -2
Frontier orbital gap (spin up / spin down): 0.193 / 0.194 Eh
Expectation value of S²: 6.01
LUMO (spin up / spin down): 3.307 / 3.309 eV

***

- Which of these has the lowest net charge?
  C39H30N5O5PmS2Si

***

- Which value of DFT total energy does entry 3 give?
  -3848.475510 hartree

***

- Which of these has the lowest DFT total energy?
  C39H29N3O2PdS2SbSe5